No. 1
# C7H12

An isolated molecule of C7H12 (ωB97M-V/def2-TZVPD, the Open Molecules 2025 dataset).

- net charge = 0
- SMILES = CC1=CC[C@@H](C)C1
- HOMO level (eV) = -8.213
- spin multiplicity = 1
- F_max (eV/Å) = 1.98
- energy relative to the best compared isomer or geometry (same formula, charge and spin) (eV) = 1.069
- LUMO level (eV) = 1.08
- orbital gap (hartree) = 0.3416
- DFT total energy (eV) = -7452.362

Geometry as XYZ:
```
19
Properties=species:S:1:pos:R:3:nbo_charge:R:1
C 2.5544 -0.5825 0.6513 -0.6335
C 1.2236 -0.1989 0.0958 -0.0105
C 0.9895 0.2629 -1.1313 -0.1960
C -0.3581 0.9050 -1.1871 -0.4414
C -1.1323 0.4519 0.0790 -0.2093
C -2.5191 -0.2015 0.0093 -0.6001
C -0.0997 -0.4463 0.7998 -0.4265
H 2.6955 -1.6634 0.5581 0.2148
H 2.6596 -0.3259 1.7129 0.2123
H 3.3611 -0.0838 0.1032 0.2163
H 1.7275 0.5073 -1.8894 0.2065
H 0.1793 1.8226 -0.8705 0.2257
H -0.9058 1.0960 -2.1128 0.2176
H -1.2688 1.3834 0.6364 0.1949
H -2.4928 -1.2172 -0.4025 0.2016
H -2.9235 -0.2798 1.0302 0.2093
H -3.2409 0.3845 -0.5708 0.2083
H -0.1098 -0.3131 1.8873 0.2084
H -0.3397 -1.5012 0.6010 0.2016
```


No. 2
# C4H9NO2

An isolated molecule of C4H9NO2 (ωB97M-V/def2-TZVPD, the Open Molecules 2025 dataset).

- net charge = 0
- SMILES = CNCC(=O)OC
- HOMO level (eV) = -8.970
- spin multiplicity = 1
- F_max (eV/Å) = 0.97
- energy relative to the best compared isomer or geometry (same formula, charge and spin) (eV) = 1.759
- LUMO level (eV) = 0.95
- orbital gap (hartree) = 0.3644
- DFT total energy (eV) = -9878.302

Geometry as XYZ:
```
16
Properties=species:S:1:pos:R:3:nbo_charge:R:1
C 1.5205 1.7816 0.8794 -0.4171
N 0.8060 0.6965 1.5214 -0.6219
C 0.8362 -0.5866 0.8669 -0.3123
C -0.3627 -0.6060 -0.1946 0.7699
O -1.1735 0.2832 -0.0325 -0.6339
O -0.5987 -1.5359 -1.1418 -0.4981
C -1.8758 -1.3086 -1.8063 -0.2647
H 2.5437 1.4741 0.6558 0.1873
H 1.5838 2.6141 1.5875 0.2026
H 1.0478 2.1554 -0.0430 0.1711
H -0.1806 0.9716 1.5032 0.3850
H 0.6297 -1.3668 1.6095 0.2222
H 1.8570 -0.8159 0.5371 0.2187
H -2.0232 -2.0979 -2.5409 0.1951
H -1.9071 -0.3398 -2.3085 0.1983
H -2.7031 -1.3189 -1.0932 0.1979
```


No. 3
# C2H4GaO3

A structure of composition C2H4GaO3 (ωB97M-V/def2-TZVPD, the Open Molecules 2025 dataset).

- net charge = +1
- HOMO level (eV) = -14.918
- spin multiplicity = 1
- F_max (eV/Å) = 3.29
- LUMO level (eV) = -7.73
- orbital gap (hartree) = 0.2641
- DFT total energy (eV) = -60646.665

Geometry as XYZ:
```
10
Properties=species:S:1:pos:R:3:nbo_charge:R:1
C 0.0206 -0.2729 -1.7795 0.4469
O 0.9690 -0.9796 -1.3091 -0.7617
H 0.2759 0.6254 -2.3687 0.2027
H -0.9636 -0.7399 -1.9613 0.2094
O 0.0811 0.8908 0.2144 -0.8174
C -0.3928 0.3749 1.4480 0.1593
O 0.4562 -0.6267 1.9021 -0.7815
Ga 1.4141 -0.4676 0.3844 1.9695
H -1.4224 -0.0198 1.2954 0.1937
H -0.4381 1.2154 2.1744 0.1791
```


No. 4
# C2H7O2

A cluster of 2 separate species, C2H7O2 in total (ωB97M-V/def2-TZVPD, the Open Molecules 2025 dataset).

- net charge = +2
- HOMO level (alpha / beta) (eV) = -24.495 / -23.261
- spin multiplicity = 2
- F_max (eV/Å) = 2.79
- energy relative to the best compared isomer or geometry (same formula, charge and spin) (eV) = 2.785
- LUMO level (alpha / beta) (eV) = -11.97 / -17.50
- orbital gap (alpha / beta) (hartree) = 0.4602 / 0.2117
- DFT total energy (eV) = -6257.213

Geometry as XYZ:
```
11
Properties=species:S:1:pos:R:3:nbo_charge:R:1
O -0.8521 2.3824 -0.6661 -0.7611
H -0.6466 3.0515 0.0277 0.5690
H -0.4746 -2.3099 1.0026 0.3671
H -1.2214 2.8620 -1.4503 0.5720
C 0.4659 -1.7338 0.9219 -0.7180
C 0.3437 -0.8546 -0.2377 0.5708
O 0.3403 0.3758 -0.1227 -0.2175
H 1.2628 -2.4747 0.7188 0.3668
H 0.6362 -1.2354 1.8764 0.3232
H 0.1956 -1.2657 -1.2686 0.3579
H -0.0498 1.2026 -0.8022 0.5697
```


No. 5
# C21H13AuCl7O4

A structure of composition C21H13AuCl7O4 (ωB97M-V/def2-TZVPD, the Open Molecules 2025 dataset).

- net charge = +1
- HOMO level (eV) = -10.644
- spin multiplicity = 1
- F_max (eV/Å) = 1.76
- energy relative to the best compared isomer or geometry (same formula, charge and spin) (eV) = 0.689
- LUMO level (eV) = -5.92
- orbital gap (hartree) = 0.1737
- DFT total energy (eV) = -121508.937

Geometry as XYZ:
```
46
Properties=species:S:1:pos:R:3:nbo_charge:R:1
Au -0.6376 1.7763 -2.3332 0.2182
O -1.1525 -1.0962 -0.7973 -0.6803
C -0.7616 0.6060 1.6384 0.2340
C -3.9166 -0.2149 -0.9937 1.0447
O -3.8255 -0.4368 0.1450 -0.5596
O -4.0128 0.0159 -2.1197 -0.4822
C -0.4058 -0.6408 1.7673 -0.0004
C 1.1429 -2.4156 2.5003 -0.1887
C 1.1929 -3.5680 1.8230 -0.1802
C -0.1366 -3.9212 1.3301 -0.1813
C -1.0210 -2.9956 1.7051 -0.1867
C -0.2906 -1.9242 2.4972 -0.3731
C -1.2348 1.9046 1.7823 -0.1525
C -0.3338 2.9915 1.7967 -0.0856
C -0.8328 4.2650 1.9436 -0.2188
C -2.2066 4.4594 2.0698 -0.0668
C -3.1008 3.3903 2.0437 -0.2223
C -2.6290 2.1079 1.8835 -0.0981
H -0.1539 2.4056 -0.9669 -0.3340
H 1.9513 -1.9089 3.0019 0.2417
H 2.0813 -4.1660 1.6803 0.2447
H -0.3640 -4.8073 0.7564 0.2465
H -2.0786 -2.9584 1.4933 0.2439
H -0.7236 -1.7986 3.4947 0.2946
H 0.7257 2.8151 1.6817 0.2482
H -0.1608 5.1112 1.9529 0.2484
H -2.5891 5.4652 2.1852 0.2414
H -4.1626 3.5671 2.1411 0.2472
H -3.2998 1.2619 1.8411 0.2514
Cl 5.2453 -0.0609 0.6714 0.0773
C 3.8624 -0.5610 -0.2142 -0.1736
C 2.6056 -0.2502 0.2194 0.0220
Cl 2.4283 0.7177 1.6374 0.0309
C 1.5011 -0.6720 -0.5533 -0.3429
Cl -0.1849 -0.3846 0.0207 1.4548
C 1.5485 -1.2985 -1.8531 0.4198
O 0.6081 -1.5891 -2.5827 -0.6273
C 2.9390 -1.6171 -2.2033 -0.1434
Cl 3.1167 -2.4607 -3.6810 0.0877
C 4.0153 -1.2832 -1.4379 -0.0486
Cl 5.5957 -1.7062 -1.9411 0.0972
Cl -1.4933 0.9231 -4.4620 0.0097
C -0.0423 0.2306 -5.2892 -0.3826
Cl 1.3379 1.2983 -5.1505 0.0202
H -0.3250 0.1295 -6.3300 0.2383
H 0.1783 -0.7062 -4.7944 0.2660
```


No. 6
# C4H4ClN6P

A cluster of 2 separate species, C4H4ClN6P in total (ωB97M-V/def2-TZVPD, the Open Molecules 2025 dataset).

- net charge = 0
- HOMO level (alpha / beta) (eV) = -9.063 / -7.441
- spin multiplicity = 1
- F_max (eV/Å) = 3.93
- energy relative to the best compared isomer or geometry (same formula, charge and spin) (eV) = 0.742
- LUMO level (alpha / beta) (eV) = -1.07 / -2.38
- orbital gap (alpha / beta) (hartree) = 0.2937 / 0.1861
- DFT total energy (eV) = -34959.747

Geometry as XYZ:
```
16
Properties=species:S:1:pos:R:3:nbo_charge:R:1
C 1.9009 1.0302 1.0222 0.1994
C -0.9530 -2.1217 -0.8853 0.0954
C 2.0413 1.1209 -1.1482 0.4713
C -2.1481 -0.4975 -0.0949 -0.1041
N 1.1696 0.8317 -0.0789 -0.6117
N -2.1546 -2.5763 -0.5619 -0.2624
N 3.2091 1.4970 -0.7325 -0.3443
N -2.8713 -1.6755 -0.0053 -0.2498
N -0.9528 -0.7768 -0.6291 -0.5255
N 3.1146 1.4678 0.6039 -0.3566
P -2.7993 1.1212 0.2451 0.5532
Cl -4.5285 0.5466 0.9429 -0.2259
H 1.6827 0.8979 2.1510 0.2423
H -0.2645 -2.8805 -1.1889 0.2239
H -0.2899 -0.0113 -0.8115 0.4603
H 3.8438 2.0263 1.1713 0.4345
```